[1]
{"formula": "C53H55AuCl3N5OS3Si", "method": "ωB97M-V/def2-TZVPD", "de_lowest_kj_mol": 0.7, "total_charge": 2, "lumo_energy_ha": -0.24475, "homo_lumo_gap_ev": 5.79, "energy_ha": -5401.51275, "mol_weight_g_mol": 1205.670, "elements": ["Au", "C", "Si", "C", "N", "C", "C", "C", "C", "C", "C", "C", "C", "C", "C", "C", "C", "C", "C", "C", "C", "C", "H", "H", "H", "H", "H", "H", "H", "H", "H", "H", "H", "H", "H", "H", "H", "H", "H", "H", "H", "H", "H", "H", "H", "H", "S", "C", "N", "C", "C", "N", "C", "C", "C", "C", "C", "C", "C", "C", "S", "C", "C", "C", "C", "C", "C", "C", "H", "H", "H", "H", "H", "H", "H", "H", "H", "H", "H", "H", "H", "H", "H", "H", "H", "H", "Cl", "C", "C", "C", "C", "C", "C", "N", "C", "C", "N", "C", "O", "C", "C", "C", "Cl", "S", "C", "C", "C", "Cl", "C", "H", "H", "H", "H", "H", "H", "H", "H", "H", "H", "H", "H", "H"], "coordinates": [[-0.604527, 1.068076, -1.631612], [1.402598, 0.895600, -2.127032], [2.174934, 2.551125, -2.498207], [0.954672, 3.634738, -1.614410], [-0.475318, 3.331302, -1.917718], [-0.860564, 3.740424, -3.320912], [-2.082944, 4.647929, -3.339002], [-3.223932, 4.049236, -2.531295], [-2.807579, 3.945776, -1.050523], [-1.293878, 4.004289, -0.866161], [2.327703, 2.851586, -4.322173], [2.592373, 1.786696, -5.187670], [2.787768, 1.997614, -6.546052], [2.714351, 3.282325, -7.062966], [2.466866, 4.355910, -6.218258], [2.283874, 4.140842, -4.861370], [3.811894, 2.694411, -1.633189], [4.847096, 1.826602, -1.998377], [6.097031, 1.914827, -1.407322], [6.335730, 2.879716, -0.436881], [5.323898, 3.749388, -0.060162], [4.070723, 3.655016, -0.651827], [1.875933, 0.425233, -1.262609], [1.427439, 0.175000, -2.946933], [1.162955, 4.690304, -1.839933], [1.099426, 3.504452, -0.540785], [-1.027719, 2.844080, -3.916308], [-0.023286, 4.266370, -3.773938], [-2.365388, 4.817785, -4.377786], [-1.819806, 5.620479, -2.915150], [-3.460242, 3.067814, -2.945106], [-4.125308, 4.651875, -2.630891], [-3.203981, 3.042242, -0.586621], [-3.228397, 4.781069, -0.489645], [-0.985803, 3.594646, 0.091676], [-0.991114, 5.056169, -0.868037], [2.659691, 0.772957, -4.807053], [3.003681, 1.161475, -7.197811], [2.856868, 3.449439, -8.122224], [2.425262, 5.361009, -6.616625], [2.125395, 5.000198, -4.216500], [4.682275, 1.075978, -2.765511], [6.887518, 1.239904, -1.707088], [7.312945, 2.956621, 0.020811], [5.511320, 4.506404, 0.690051], [3.299143, 4.352466, -0.342622], [-3.064060, 0.865696, -1.767126], [-3.299969, -0.745650, -1.339718], [-4.433234, -1.220861, -0.888027], [-4.553625, -2.658375, -0.591181], [-3.889341, -3.424573, -1.697862], [-2.490172, -2.977773, -1.795911], [-1.496867, -4.046917, -2.019826], [-1.336720, -4.901484, -0.781802], [-1.291467, -6.283129, -0.913204], [-1.121724, -7.086416, 0.207196], [-1.017536, -6.511318, 1.463806], [-1.083069, -5.130370, 1.601274], [-1.235650, -4.326605, 0.483001], [-2.174188, -1.735174, -1.558427], [-0.554001, -1.248416, -1.509351], [-5.623593, -0.394239, -0.585942], [-6.027252, -0.561714, 0.854209], [-7.197788, -1.228348, 1.190877], [-7.562685, -1.367833, 2.523908], [-6.751695, -0.851277, 3.521920], [-5.578415, -0.183017, 3.189960], [-5.220653, -0.036093, 1.860577], [-5.607335, -2.909958, -0.505217], [-4.074039, -2.875091, 0.366253], [-4.384077, -3.266058, -2.659049], [-3.885738, -4.489106, -1.472346], [-0.555174, -3.591098, -2.320296], [-1.864134, -4.651876, -2.849503], [-1.383367, -6.737819, -1.892635], [-1.084107, -8.161464, 0.095872], [-0.891428, -7.137231, 2.336622], [-1.013037, -4.680881, 2.583192], [-1.266262, -3.248527, 0.604462], [-6.422149, -0.717850, -1.255659], [-5.387512, 0.640173, -0.819255], [-7.838848, -1.628281, 0.413151], [-8.479718, -1.880304, 2.780469], [-7.037910, -0.957822, 4.559337], [-4.950081, 0.227635, 3.968890], [-4.318412, 0.506572, 1.596691], [6.230414, -2.456383, 8.105548], [5.097449, -1.817602, 6.971186], [4.201633, -2.663205, 6.332322], [3.304391, -2.119908, 5.440113], [3.256294, -0.754077, 5.137924], [2.198467, -0.401441, 4.094998], [2.002800, 1.061002, 3.733955], [0.927659, 1.169976, 2.754468], [-0.416761, 1.055562, 2.990871], [-1.022640, 1.203797, 1.779134], [-0.068483, 1.404876, 0.805636], [1.088367, 1.362700, 1.434301], [2.514245, -1.102555, 2.894961], [1.462388, -1.928270, 2.398190], [2.001611, -2.793265, 1.310183], [2.373321, -4.094992, 1.463850], [2.317690, -5.017574, 2.909780], [2.980333, -4.792492, 0.024858], [2.765018, -3.321287, -0.822404], [2.247753, -2.352099, -0.023017], [4.176375, 0.057650, 5.794609], [4.295145, 1.785513, 5.566438], [5.087608, -0.465022, 6.706727], [4.214079, -3.724606, 6.534105], [2.609294, -2.783370, 4.940680], [1.243057, -0.776259, 4.485623], [2.904900, 1.465908, 3.284392], [1.748254, 1.658743, 4.606021], [-0.813510, 0.914269, 3.981574], [-2.074335, 1.190720, 1.542166], [2.062250, 1.497588, 0.984710], [0.637863, -1.311758, 2.012993], [1.067848, -2.555654, 3.204655], [3.044177, -3.252947, -1.861177], [2.052942, -1.340847, -0.350787], [5.787599, 0.192822, 7.200832]], "forces_ev_per_angstrom": [[-0.6, 0.8, -0.9], [0.1, -0.8, 0.1], [0.3, 0.0, 0.0], [-0.1, 0.9, -0.3], [0.2, -1.3, 0.5], [-0.1, 0.2, 0.0], [0.0, 0.0, 0.1], [0.1, 0.1, 0.1], [0.0, -0.2, -0.1], [-0.1, 0.5, -0.1], [0.0, -0.1, -0.1], [0.0, 0.0, 0.0], [0.0, 0.0, 0.0], [0.0, 0.0, 0.0], [0.0, 0.0, 0.0], [0.1, 0.0, 0.0], [0.1, 0.0, 0.0], [0.0, 0.0, 0.0], [0.0, 0.0, 0.0], [0.0, 0.0, 0.0], [0.0, 0.0, 0.0], [0.0, 0.0, 0.0], [0.0, 0.1, 0.0], [0.0, 0.0, 0.0], [-0.3, 0.1, 0.2], [0.0, -0.1, 0.0], [-0.1, 0.0, 0.0], [0.1, -0.1, 0.1], [0.0, 0.0, 0.0], [0.0, 0.1, -0.1], [-0.1, 0.0, 0.0], [0.0, 0.0, 0.0], [-0.1, 0.1, 0.0], [0.0, 0.0, 0.0], [0.0, -0.1, 0.0], [0.1, 0.0, 0.0], [0.0, 0.0, 0.0], [0.0, 0.0, 0.0], [0.0, 0.0, 0.0], [0.0, 0.0, 0.0], [0.0, 0.0, 0.0], [0.0, 0.0, 0.0], [0.0, 0.0, 0.0], [0.0, 0.0, 0.0], [0.0, 0.0, 0.0], [0.0, 0.0, 0.0], [0.0, -0.1, 0.3], [0.2, -0.1, -0.2], [-0.1, -0.1, 0.1], [0.1, 0.0, 0.0], [0.0, 0.0, 0.0], [0.0, -0.3, 0.1], [0.0, 0.0, 0.0], [-0.1, 0.0, 0.0], [0.0, 0.0, 0.0], [0.0, 0.0, 0.0], [0.0, 0.0, 0.0], [0.0, 0.0, 0.0], [0.0, 0.0, 0.0], [-0.1, 0.2, 0.0], [0.2, 0.1, -0.1], [0.0, 0.0, 0.0], [0.0, 0.0, 0.0], [0.0, 0.0, 0.0], [0.0, 0.0, 0.0], [0.0, 0.0, 0.0], [0.0, 0.0, 0.0], [0.0, 0.0, 0.0], [0.0, 0.0, -0.1], [-0.1, 0.0, 0.0], [0.0, 0.0, 0.0], [0.1, 0.0, 0.0], [0.0, 0.0, 0.0], [0.0, 0.0, 0.0], [0.0, 0.0, 0.0], [0.0, 0.0, 0.0], [0.0, 0.0, 0.0], [0.0, 0.0, 0.0], [0.0, 0.0, 0.0], [0.0, 0.0, 0.0], [0.0, 0.0, 0.0], [0.0, 0.0, 0.0], [0.0, 0.0, 0.0], [0.0, 0.0, 0.0], [0.0, 0.0, 0.0], [0.0, 0.0, 0.0], [0.0, 0.0, 0.0], [0.0, 0.0, 0.0], [0.0, 0.0, 0.0], [0.0, 0.0, 0.0], [0.0, 0.0, -0.1], [0.2, -0.1, 0.2], [0.0, 0.0, 0.1], [0.0, 0.1, 0.0], [0.0, 0.1, 0.0], [0.1, 0.0, -0.1], [-0.2, -0.1, 0.4], [0.1, 0.1, -0.1], [-0.1, -0.1, -0.1], [0.0, 0.0, 0.0], [0.1, 0.1, 0.0], [0.0, 0.0, 0.0], [-0.1, 0.0, 0.0], [0.0, -0.1, 0.0], [0.0, 0.0, 0.0], [0.0, 0.0, 0.1], [0.0, 0.0, 0.0], [0.0, -0.1, 0.0], [0.0, 0.0, 0.0], [0.0, 0.0, 0.0], [0.0, 0.0, 0.0], [0.0, 0.0, 0.0], [0.0, 0.0, 0.0], [0.0, 0.0, 0.0], [0.0, 0.0, 0.0], [0.0, 0.0, 0.0], [0.0, 0.0, 0.0], [0.0, 0.0, 0.0], [0.0, 0.0, 0.0], [0.0, 0.0, 0.0], [0.1, -0.1, 0.1], [0.0, 0.0, 0.0]]}

=====

[2]
{"formula": "C53H55Ge2N2S5TeZr", "method": "ωB97M-V/def2-TZVPD", "total_charge": -1, "lumo_energy_ha": 0.07594, "homo_lumo_gap_ev": 6.41, "energy_ha": -8622.42751, "mol_weight_g_mol": 1244.416, "elements": ["Zr", "C", "C", "C", "C", "C", "C", "C", "C", "C", "C", "C", "C", "C", "C", "C", "Ge", "S", "S", "Ge", "S", "S", "C", "C", "C", "C", "C", "C", "C", "C", "C", "C", "C", "C", "C", "C", "C", "C", "C", "C", "C", "C", "C", "C", "C", "C", "C", "C", "C", "C", "C", "C", "C", "C", "C", "H", "H", "H", "H", "H", "H", "H", "H", "H", "H", "H", "H", "H", "H", "H", "H", "H", "H", "H", "H", "H", "H", "H", "H", "H", "H", "H", "H", "H", "H", "H", "H", "H", "H", "H", "H", "H", "H", "H", "H", "H", "H", "H", "H", "H", "H", "H", "H", "H", "H", "Te", "C", "C", "C", "C", "N", "C", "S", "N", "H", "H", "H", "H", "H"], "coordinates": [[-1.799722, -0.515514, -1.699733], [2.890078, -6.155214, 0.650567], [3.016878, -4.774214, 0.076867], [3.500078, -3.725814, 0.844067], [3.685478, -2.462614, 0.304367], [4.150178, -1.320314, 1.161967], [3.424578, -2.260214, -1.053933], [2.863378, -3.282214, -1.822833], [2.441778, -3.051414, -3.243733], [2.667578, -4.526114, -1.241933], [3.852578, -0.976114, -1.657933], [5.213178, -0.807614, -1.901233], [5.697178, 0.390286, -2.388533], [4.819778, 1.427986, -2.641333], [3.456378, 1.273686, -2.426033], [2.972278, 0.060886, -1.935133], [0.998578, -0.194814, -1.588033], [-0.213122, 0.567286, -3.290133], [0.774478, 0.747086, 0.455467], [-1.521822, 0.490586, 0.876767], [-2.929822, -1.172414, 0.394467], [0.026778, -2.124114, -1.009533], [-1.383722, 0.367886, 2.923767], [-1.455722, -0.859714, 3.592467], [-1.507222, -0.872914, 4.984467], [-1.483322, 0.297086, 5.715367], [-1.350822, 1.504086, 5.055867], [-1.287122, 1.543786, 3.667867], [-1.103022, 2.852686, 2.998567], [-2.197722, 3.581886, 2.538467], [-3.604622, 3.111086, 2.746267], [-1.985122, 4.768286, 1.849167], [-0.707022, 5.257386, 1.636867], [-0.490222, 6.477286, 0.792567], [0.360778, 4.576386, 2.198267], [0.185778, 3.383686, 2.879367], [1.374978, 2.682586, 3.460667], [-1.402022, -2.199614, 2.947267], [-2.542622, -3.000414, 2.839767], [-3.860322, -2.521914, 3.375367], [-2.450922, -4.247214, 2.236267], [-1.238722, -4.743814, 1.779767], [-1.145222, -6.088214, 1.115067], [-0.100722, -3.978814, 1.981667], [-0.162822, -2.722914, 2.568567], [1.103278, -1.969614, 2.833067], [2.550178, 2.397486, -2.765433], [2.177478, 3.354886, -1.822233], [2.770278, 3.403186, -0.445733], [1.255078, 4.329986, -2.177433], [0.747678, 4.419486, -3.462233], [-0.256522, 5.480286, -3.804433], [1.190378, 3.508986, -4.409633], [2.070178, 2.493186, -4.075133], [2.488678, 1.495186, -5.110533], [3.075178, -6.148714, 1.723067], [3.612678, -6.824714, 0.180267], [1.896578, -6.559214, 0.467067], [3.749478, -3.893814, 1.883567], [4.128378, -1.595914, 2.214567], [3.499878, -0.455314, 1.018367], [5.164078, -1.013214, 0.902267], [3.126878, -2.387514, -3.768333], [1.450878, -2.584314, -3.257933], [2.360978, -3.995414, -3.779233], [2.236078, -5.319514, -1.837133], [5.882978, -1.632914, -1.699433], [6.757378, 0.517786, -2.561133], [5.178778, 2.380286, -3.006133], [-1.557522, -1.829614, 5.489667], [-1.562122, 0.263186, 6.794067], [-1.315222, 2.429586, 5.614567], [-3.629022, 2.152286, 3.254467], [-4.096922, 3.010386, 1.780167], [-4.153022, 3.841886, 3.337367], [-2.833822, 5.310586, 1.458167], [-0.930522, 6.307386, -0.188333], [0.570278, 6.683686, 0.670967], [-0.964422, 7.354686, 1.229767], [1.356478, 4.986186, 2.104367], [2.278578, 3.263686, 3.290567], [1.499078, 1.707986, 2.994067], [1.246678, 2.528886, 4.530467], [-4.089322, -1.521914, 3.010067], [-3.834022, -2.478914, 4.466067], [-4.659022, -3.200314, 3.079767], [-3.347722, -4.844714, 2.114667], [-2.128422, -6.548914, 1.040667], [-0.493322, -6.759114, 1.678567], [-0.731322, -5.983114, 0.111967], [0.857478, -4.363914, 1.663667], [1.957778, -2.630914, 2.728067], [1.100778, -1.534814, 3.832667], [1.221978, -1.159714, 2.115767], [3.330478, 2.498886, -0.225733], [1.977578, 3.515386, 0.290367], [3.443678, 4.260886, -0.365933], [0.920778, 5.023686, -1.420733], [0.041378, 6.444186, -3.392033], [-1.224022, 5.215386, -3.376233], [-0.367622, 5.580086, -4.882233], [0.810278, 3.566986, -5.420733], [1.932378, 1.659386, -6.029333], [2.293978, 0.485486, -4.753533], [3.555278, 1.567186, -5.320633], [-2.320822, 2.246786, -0.794933], [-7.505022, -2.167314, -3.015233], [-6.174222, -1.491514, -3.015533], [-6.068822, -0.096214, -2.932233], [-4.800822, 0.427486, -2.799233], [-3.715622, -0.341114, -2.806933], [-3.901922, -1.682814, -3.014633], [-2.504622, -2.618314, -3.192833], [-5.107922, -2.256414, -3.088533], [-8.293522, -1.457214, -3.249233], [-7.679422, -2.595514, -2.027933], [-7.505622, -2.978714, -3.737633], [-6.939122, 0.535586, -2.944433], [-4.626122, 1.495086, -2.674533]], "forces_ev_per_angstrom": [[-0.5, -1.4, -1.7], [0.0, 0.0, 0.0], [0.1, 0.0, 0.0], [0.0, 0.0, -0.1], [0.0, 0.0, -0.2], [0.1, 0.0, 0.0], [0.1, -0.3, 0.1], [0.2, -0.1, -0.1], [0.0, 0.1, 0.0], [0.1, 0.1, 0.1], [0.1, 0.0, 0.0], [0.0, 0.0, 0.0], [0.1, 0.0, 0.0], [0.0, 0.1, 0.0], [0.1, 0.1, 0.0], [-1.0, -0.3, 0.0], [1.4, -0.1, 0.3], [0.1, -0.2, 0.4], [-0.5, 0.1, -0.2], [0.5, 0.8, 2.3], [0.1, 0.3, -0.1], [0.4, 0.5, -0.6], [-0.3, 0.2, -0.9], [-0.1, -0.2, 0.2], [0.0, 0.0, 0.0], [0.0, 0.0, 0.1], [0.0, 0.0, 0.1], [0.0, 0.0, 0.1], [0.0, 0.4, 0.1], [0.0, 0.1, 0.0], [0.0, 0.0, -0.1], [0.2, 0.0, 0.2], [-0.1, 0.0, 0.0], [-0.1, 0.0, 0.1], [0.0, 0.0, 0.0], [0.0, 0.0, -0.1], [-0.1, 0.0, 0.0], [0.1, -0.4, -0.1], [0.0, 0.0, 0.1], [0.0, 0.0, 0.0], [0.0, 0.0, 0.1], [0.0, 0.1, 0.1], [0.0, 0.1, 0.0], [-0.2, -0.1, 0.0], [-0.1, 0.0, 0.1], [0.0, 0.0, -0.1], [-0.2, 0.4, -0.2], [0.0, -0.1, 0.0], [0.0, -0.1, 0.0], [0.0, -0.1, -0.1], [0.1, 0.1, 0.0], [0.0, -0.1, 0.1], [0.1, 0.1, 0.1], [0.1, 0.2, 0.0], [0.0, 0.0, 0.0], [0.0, -0.1, 0.1], [0.0, -0.1, 0.0], [-0.1, -0.1, 0.0], [0.0, 0.0, 0.1], [0.0, 0.0, 0.1], [0.0, 0.0, 0.0], [0.0, 0.0, 0.0], [0.1, 0.0, -0.1], [0.1, 0.0, 0.0], [0.0, 0.0, -0.1], [0.0, -0.1, -0.1], [0.1, 0.0, 0.0], [0.1, 0.0, 0.0], [0.1, 0.1, -0.1], [0.0, 0.0, 0.0], [0.0, 0.0, 0.1], [0.0, 0.1, 0.0], [-0.1, -0.1, 0.0], [-0.1, -0.1, 0.0], [-0.1, 0.0, 0.1], [-0.2, 0.0, -0.1], [0.0, 0.1, -0.2], [0.1, 0.1, -0.1], [-0.1, 0.1, 0.0], [0.2, 0.0, -0.1], [0.1, 0.0, 0.0], [0.1, -0.2, 0.0], [0.1, -0.1, 0.1], [-0.1, 0.1, 0.0], [-0.1, 0.0, 0.0], [-0.1, 0.0, 0.0], [-0.1, 0.0, 0.0], [0.0, -0.1, -0.1], [0.0, 0.0, 0.0], [0.0, 0.0, -0.1], [0.1, 0.0, 0.0], [0.1, 0.0, 0.1], [0.0, 0.0, 0.1], [0.1, 0.1, 0.0], [0.1, 0.0, 0.1], [0.0, 0.0, 0.1], [0.0, 0.0, 0.0], [0.0, 0.2, 0.1], [0.0, 0.1, 0.0], [-0.1, 0.0, 0.0], [-0.1, 0.0, -0.1], [0.0, 0.0, -0.1], [0.0, -0.1, -0.1], [0.0, -0.1, -0.1], [0.1, 0.0, -0.1], [-0.1, 0.1, 0.5], [0.0, 0.0, -0.1], [0.0, 0.5, 0.0], [0.3, 0.0, 0.0], [-0.4, 0.5, 0.0], [-0.6, -0.8, -0.4], [-0.5, 0.1, -0.5], [0.6, 0.4, 0.4], [-0.2, -0.4, 0.1], [-0.1, 0.0, 0.0], [-0.1, 0.0, 0.0], [0.0, -0.1, 0.0], [-0.1, 0.1, 0.0], [0.0, -0.2, 0.1]]}

=====

> Which formula does entry 1 have?

C53H55AuCl3N5OS3Si